The following is a DFT calculation (ωB97M-V with the def2-TZVPD basis set) of a cluster of 2 separate species, C9H7NO in total.

The calculation puts the energy above the lowest of the compared OMol25 structures with the same formula, charge and spin at 4.710 eV. The strongest force on any atom is 0.1238 hartree/bohr. The calculation puts the gap between HOMO and LUMO at 9.156 eV.

Structure (ORCA input):
```
! wB97M-V def2-TZVPD RIJCOSX def2/J DEFGRID3
* xyz 0 1
O 2.06352 -1.43169 0.77251
N 2.84432 2.18718 0.00545
C -0.65186 0.50343 -1.13067
C -1.80538 1.10874 -0.78172
C 2.44307 1.12278 -0.07638
C -0.72995 -0.59475 1.11179
C -2.40342 0.93145 0.47059
C -1.90464 0.03512 1.36666
C 1.40316 -0.65259 -0.12845
C -0.03594 -0.33671 -0.15063
C 2.31564 -1.67579 -0.60261
H 3.21194 -1.18136 -1.02093
H -2.47914 -0.31651 2.27451
H 1.84626 -2.57154 -0.92748
H -2.27739 1.71650 -1.53043
H -0.40798 -1.25958 1.75380
H -3.28490 1.57716 0.62302
H -0.14733 0.83818 -2.02904
*
```